Here is a molecular structure, C36H32NO2P2Sm at a distorted geometry from the OMol25 dataset. Energies are from the ωB97M-V functional and the def2-TZVPD basis.

```
74
C36H32NO2P2Sm the ωB97M-V functional and the def2-TZVPD basis
C 0.7258 -0.9528 -2.0295
C -0.3053 -1.4599 -1.2161
C -1.6227 -1.5217 -1.7020
C -1.8820 -1.2557 -3.0455
C -0.8210 -0.8593 -3.8781
C 0.4791 -0.6768 -3.3754
P 0.0004 -1.7478 0.5509
C -1.3072 -2.9097 1.0802
C -2.3637 -2.4619 1.9023
C -3.3885 -3.3726 2.1896
C -3.3265 -4.6851 1.6961
C -2.2480 -5.1285 0.9085
C -1.2252 -4.2263 0.6090
Sm -0.2567 0.0333 2.6355
P 0.0030 1.7521 0.4533
C -1.3885 1.8179 -0.7069
C -1.2004 2.1480 -2.0575
C -2.3069 2.2257 -2.9102
C -3.5811 1.9213 -2.4050
C -3.7683 1.5106 -1.0718
C -2.6639 1.4370 -0.2267
C -0.2479 3.1385 1.6188
C 0.5927 3.1892 2.7528
C 0.4195 4.2412 3.6572
C -0.5917 5.1857 3.4520
C -1.4532 5.0991 2.3469
C -1.2889 4.0624 1.4312
C 1.5956 2.0524 -0.3495
C 2.6720 1.1544 -0.1568
C 3.9094 1.4425 -0.7294
C 4.0654 2.6416 -1.4517
C 3.0161 3.5683 -1.5898
C 1.7741 3.2745 -1.0158
C 1.5919 -2.6139 0.6555
C 2.0263 -3.3761 -0.4396
C 3.2248 -4.0910 -0.3565
C 3.9777 -4.0103 0.8264
C 3.5551 -3.2279 1.9152
C 2.3573 -2.5131 1.8378
H 1.4084 2.4594 2.8992
H 1.0848 4.3176 4.5203
H -0.7149 6.0127 4.1543
H -2.2373 5.8449 2.1859
H -1.9489 3.9524 0.5680
H -0.1909 2.3407 -2.4276
H -2.1577 2.5100 -3.9628
H -4.4441 1.9922 -3.0676
H -4.7703 1.2666 -0.6908
H -2.8005 1.0989 0.8109
H 2.5397 0.2301 0.4221
H 4.7414 0.7318 -0.6214
H 5.0299 2.8622 -1.9080
H 3.1415 4.5111 -2.1398
H 0.9359 3.9776 -1.0754
H 1.4219 -3.4125 -1.3501
H 3.5432 -4.7008 -1.2115
H 4.9080 -4.5750 0.8935
H 4.1537 -3.1865 2.8315
H 2.0128 -1.9100 2.6989
H -2.4284 -1.4157 2.2832
H -4.2437 -3.0514 2.7943
H -4.1286 -5.3887 1.9235
H -2.1935 -6.1544 0.5246
H -0.3653 -4.5190 0.0010
H -2.4303 -1.7966 -1.0201
H -2.9064 -1.3528 -3.4338
H -1.0129 -0.6597 -4.9335
H 1.2986 -0.3421 -4.0307
H 1.7205 -0.7912 -1.6084
H -0.0821 0.1655 -6.9291
H 0.6679 0.1598 -6.8697
O 0.7024 -1.3509 6.2073
N 0.5008 -1.0205 5.0611
O 0.4957 0.3887 4.6950
```

## Properties
2S+1 = 6
Kohn-Sham gap (alpha / beta) = 6.45 / 7.57 eV
Molar mass = 722.97 g/mol
Max |F| = 4.58 eV/A
Net charge = +2

Here are the Löwdin charges for atoms 1 to 5, given in e: C -0.108; C -0.368; C -0.081; C -0.052; C -0.060



Here is a molecular structure, C2H6BrNOSi at a distorted geometry from the OMol25 dataset. Energies are from the ωB97M-V functional and the def2-TZVPD basis.

```
12
C2H6BrNOSi the ωB97M-V functional and the def2-TZVPD basis
C 0.2552 1.0392 -0.2840
C -0.2793 -0.2636 0.2486
N -0.4003 2.0989 0.1603
O 1.3754 1.0512 -0.8525
Si 0.6231 -1.9117 -0.2081
Br -2.1421 -0.3648 -0.2101
H -0.2922 0.0276 1.6325
H -1.3984 2.1381 0.2125
H 0.0397 2.9075 -0.0834
H 0.2098 -3.0470 0.7176
H 1.8917 -1.4524 0.2540
H 0.1173 -2.2229 -1.5874
```

## Properties
Energy relative to the best compared isomer or geometry (same formula, charge and spin) = 1.123 eV
Kohn-Sham gap = 10.38 eV
Molar mass = 168.07 g/mol
Max |F| = 4.47 eV/A

Here are the natural (NBO) charges for atoms 1 to 5, given in e: C 0.614; C -0.766; N -0.804; O -0.609; Si 0.898



Here is a single C19H17NO5 molecule from the OMol25 dataset. Energies are from the ωB97M-V functional and the def2-TZVPD basis.

```
42
C19H17NO5 the ωB97M-V functional and the def2-TZVPD basis
C 2.5269 -1.9944 0.0447
C 1.7262 -2.8285 -0.9478
C 0.3571 -2.2369 -1.2913
N -0.5557 -2.2558 -0.1582
C -1.3077 -3.3798 -0.0055
O -1.2222 -4.3391 -0.7411
C -2.3253 -3.3284 1.1242
H -3.2458 -2.8736 0.7223
O -1.8953 -2.6202 2.2652
C -1.2753 -1.4417 1.9998
C -1.2594 -0.4765 2.9997
C -0.6593 0.7443 2.7792
C -0.0895 1.0235 1.5389
C -0.0602 0.0367 0.5543
C -0.6305 -1.2089 0.7713
H 0.4436 0.2448 -0.3743
C 0.4784 2.3714 1.3064
O 0.8515 3.0876 2.2100
C 0.5950 2.7904 -0.1220
C 1.7822 3.3754 -0.5480
C 1.9622 3.7182 -1.8763
C 0.9555 3.4773 -2.7981
C -0.2396 2.9159 -2.3847
C -0.4335 2.5839 -1.0484
C -1.7628 2.0532 -0.6467
O -2.4012 1.2502 -1.2777
O -2.2130 2.6099 0.4839
H -3.0917 2.2651 0.7092
H -1.0405 2.7374 -3.0863
H 1.0975 3.7344 -3.8367
H 2.8900 4.1696 -2.1939
H 2.5623 3.5461 0.1787
H -0.6453 1.5064 3.5420
H -1.7304 -0.7128 3.9403
H -2.5517 -4.3455 1.4491
H 0.4487 -1.2218 -1.6749
H -0.1067 -2.8579 -2.0623
H 1.5740 -3.8323 -0.5471
H 2.2891 -2.9243 -1.8780
H 3.4892 -2.4649 0.2316
H 2.7081 -0.9951 -0.3460
H 2.0051 -1.9033 0.9945
```

## Properties
Energy relative to the best compared isomer or geometry (same formula, charge and spin) = 0.057 eV
Kohn-Sham gap = 8.30 eV
SMILES = CCCN1C(=O)COc2ccc(C(=O)c3ccccc3C(=O)O)cc21
Molar mass = 339.35 g/mol
Max |F| = 0.66 eV/A

Here are the natural (NBO) charges for atoms 1 to 5, given in e: C -0.610; C -0.402; C -0.218; N -0.447; C 0.658



Copy entry 1 word for word.
Here is a molecular structure, C36H32NO2P2Sm at a distorted geometry from the OMol25 dataset. Energies are from the ωB97M-V functional and the def2-TZVPD basis.

```
74
C36H32NO2P2Sm the ωB97M-V functional and the def2-TZVPD basis
C 0.7258 -0.9528 -2.0295
C -0.3053 -1.4599 -1.2161
C -1.6227 -1.5217 -1.7020
C -1.8820 -1.2557 -3.0455
C -0.8210 -0.8593 -3.8781
C 0.4791 -0.6768 -3.3754
P 0.0004 -1.7478 0.5509
C -1.3072 -2.9097 1.0802
C -2.3637 -2.4619 1.9023
C -3.3885 -3.3726 2.1896
C -3.3265 -4.6851 1.6961
C -2.2480 -5.1285 0.9085
C -1.2252 -4.2263 0.6090
Sm -0.2567 0.0333 2.6355
P 0.0030 1.7521 0.4533
C -1.3885 1.8179 -0.7069
C -1.2004 2.1480 -2.0575
C -2.3069 2.2257 -2.9102
C -3.5811 1.9213 -2.4050
C -3.7683 1.5106 -1.0718
C -2.6639 1.4370 -0.2267
C -0.2479 3.1385 1.6188
C 0.5927 3.1892 2.7528
C 0.4195 4.2412 3.6572
C -0.5917 5.1857 3.4520
C -1.4532 5.0991 2.3469
C -1.2889 4.0624 1.4312
C 1.5956 2.0524 -0.3495
C 2.6720 1.1544 -0.1568
C 3.9094 1.4425 -0.7294
C 4.0654 2.6416 -1.4517
C 3.0161 3.5683 -1.5898
C 1.7741 3.2745 -1.0158
C 1.5919 -2.6139 0.6555
C 2.0263 -3.3761 -0.4396
C 3.2248 -4.0910 -0.3565
C 3.9777 -4.0103 0.8264
C 3.5551 -3.2279 1.9152
C 2.3573 -2.5131 1.8378
H 1.4084 2.4594 2.8992
H 1.0848 4.3176 4.5203
H -0.7149 6.0127 4.1543
H -2.2373 5.8449 2.1859
H -1.9489 3.9524 0.5680
H -0.1909 2.3407 -2.4276
H -2.1577 2.5100 -3.9628
H -4.4441 1.9922 -3.0676
H -4.7703 1.2666 -0.6908
H -2.8005 1.0989 0.8109
H 2.5397 0.2301 0.4221
H 4.7414 0.7318 -0.6214
H 5.0299 2.8622 -1.9080
H 3.1415 4.5111 -2.1398
H 0.9359 3.9776 -1.0754
H 1.4219 -3.4125 -1.3501
H 3.5432 -4.7008 -1.2115
H 4.9080 -4.5750 0.8935
H 4.1537 -3.1865 2.8315
H 2.0128 -1.9100 2.6989
H -2.4284 -1.4157 2.2832
H -4.2437 -3.0514 2.7943
H -4.1286 -5.3887 1.9235
H -2.1935 -6.1544 0.5246
H -0.3653 -4.5190 0.0010
H -2.4303 -1.7966 -1.0201
H -2.9064 -1.3528 -3.4338
H -1.0129 -0.6597 -4.9335
H 1.2986 -0.3421 -4.0307
H 1.7205 -0.7912 -1.6084
H -0.0821 0.1655 -6.9291
H 0.6679 0.1598 -6.8697
O 0.7024 -1.3509 6.2073
N 0.5008 -1.0205 5.0611
O 0.4957 0.3887 4.6950
```

## Properties
2S+1 = 6
Kohn-Sham gap (alpha / beta) = 6.45 / 7.57 eV
Molar mass = 722.97 g/mol
Max |F| = 4.58 eV/A
Net charge = +2

Here are the Löwdin charges for atoms 1 to 5, given in e: C -0.108; C -0.368; C -0.081; C -0.052; C -0.060



molar mass of number 1 (C36H32NO2P2Sm)? 722.97 g/mol



Which of these has the lowest max |F|? C19H17NO5



Which formula does entry 2 have? C2H6BrNOSi